Record 1
This record from the Open Molecules 2025 dataset describes one molecule with the formula C2H4N2S2 at a distorted geometry. The level of theory is the ωB97M-V functional and the def2-TZVPD basis.

Results
Total charge: 0
2S+1: 3
Relative energy (zero: lowest compared OMol25 entry of this formula, charge and spin), kJ/mol: 78.4
E_LUMO (spin up / spin down), eV: 0.26 / -1.57
HOMO level (spin up / spin down), eV: -8.28 / -8.70

```
10
Properties=species:S:1:pos:R:3:forces:R:3
C 0.669 -1.042 0.393 1.5 2.0 -1.4
C -0.200 -0.388 -0.663 5.5 3.6 0.3
N 1.921 -0.769 0.529 -1.1 0.0 -0.3
N -1.919 1.146 0.632 0.4 -0.6 -0.3
S 2.980 0.176 -0.226 -0.4 -0.5 0.2
S -0.545 1.376 -0.196 -0.7 -0.8 0.2
H 0.145 -1.521 1.164 -0.3 -1.1 1.0
H 0.303 -0.157 -1.635 0.1 -0.9 0.7
H -1.033 -0.864 -0.829 -4.7 -2.4 -0.8
H -2.321 2.044 0.831 -0.1 0.7 0.2
```
Forces are in eV/Å.


Record 2
This record from the Open Molecules 2025 dataset describes a 2-piece molecular cluster, C2H4N2S3 overall at a distorted geometry. The level of theory is the ωB97M-V functional and the def2-TZVPD basis.

Results
Total charge: 0
2S+1: 1
Relative energy (zero: lowest compared OMol25 entry of this formula, charge and spin), kJ/mol: 397.8
E_LUMO (spin up / spin down), eV: -0.47 / -0.47
HOMO level (spin up / spin down), eV: -8.37 / -8.37

```
11
Properties=species:S:1:pos:R:3:forces:R:3
C -1.722 -0.939 -0.804 0.5 -0.2 0.0
C -0.610 -1.370 -0.942 -0.1 0.1 0.1
N -0.624 0.884 2.492 0.6 0.3 1.0
N 1.014 1.624 0.692 -0.5 -0.3 1.4
S 0.752 1.485 2.226 -1.0 -0.4 -1.9
S 0.989 -1.909 -1.068 0.0 0.0 0.0
S 2.401 2.189 0.000 0.7 0.3 -0.1
H -2.703 -0.582 -0.693 -0.5 0.2 0.0
H -1.190 0.601 1.702 0.1 0.0 -0.3
H 0.798 -2.551 -2.228 0.1 -0.1 -0.1
H 3.132 2.491 1.100 0.1 0.0 -0.1
```
Forces are in eV/Å.


Record 3
This record from the Open Molecules 2025 dataset describes a 2-piece molecular cluster, C2H4N3OS overall at a distorted geometry. The level of theory is the ωB97M-V functional and the def2-TZVPD basis.

Results
Total charge: +1
2S+1: 1
Relative energy (zero: lowest compared OMol25 entry of this formula, charge and spin), kJ/mol: 0.0
E_LUMO, eV: -6.72
HOMO level, eV: -14.78

```
11
Properties=species:S:1:pos:R:3:forces:R:3
C 0.193 -0.698 -0.314 -0.4 -1.5 -1.3
C 1.166 -0.363 0.765 0.3 0.1 0.3
N 0.169 1.708 -0.902 0.5 2.0 -0.8
N 0.603 2.551 -1.455 -0.5 -1.0 0.6
N -1.173 -0.390 0.199 -0.1 0.3 0.5
O 0.742 0.058 1.811 0.1 0.0 0.0
S 0.466 -1.430 -1.718 -0.1 0.5 1.1
H 2.223 -0.536 0.548 0.1 0.0 0.0
H -0.960 -0.017 1.170 -0.4 -0.2 -0.5
H -1.781 -1.216 0.255 0.2 0.1 -0.1
H -1.647 0.333 -0.360 0.2 -0.2 0.1
```
Forces are in eV/Å.


Record 4
This record from the Open Molecules 2025 dataset describes an isolated ion of composition C2H4N3S and charge +1 at a distorted geometry. The level of theory is the ωB97M-V functional and the def2-TZVPD basis.

Results
Total charge: +1
2S+1: 1
Relative energy (zero: lowest compared OMol25 entry of this formula, charge and spin), kJ/mol: 132.1
Structure (SMILES): [H]/N=C/[NH+]=C\N=S
E_LUMO (spin up / spin down), eV: -7.38 / -7.39
HOMO level (spin up / spin down), eV: -14.03 / -14.00

```
10
Properties=species:S:1:pos:R:3:forces:R:3
C -1.407 1.000 -0.047 3.1 1.1 1.5
C 0.383 -0.678 -0.035 -1.7 -2.9 -0.1
N -2.338 0.151 0.023 -1.2 0.3 -0.3
N -0.032 0.634 0.028 -3.2 -0.7 -0.2
N -0.501 -1.602 0.023 -0.3 2.6 0.0
S -3.827 -0.180 0.012 0.4 -0.5 0.0
H -1.686 2.115 0.142 0.7 -2.0 -0.8
H 1.425 -0.951 -0.163 0.3 0.9 0.1
H 0.672 1.266 -0.163 1.2 2.1 -0.3
H -0.216 -2.546 -0.071 0.6 -0.9 0.0
```
Forces are in eV/Å.


Record 5
This record from the Open Molecules 2025 dataset describes one molecule with the formula C2H4N4 at a distorted geometry. The level of theory is the ωB97M-V functional and the def2-TZVPD basis.

Results
Total charge: 0
2S+1: 1
Relative energy (zero: lowest compared OMol25 entry of this formula, charge and spin), kJ/mol: 183.8
Structure (SMILES): Cn1ncnn1
E_LUMO, eV: 0.95
HOMO level, eV: -10.75

```
10
Properties=species:S:1:pos:R:3:forces:R:3
C -2.374 -0.686 -0.187 0.7 0.6 -0.1
C 0.896 0.387 -0.038 0.4 0.1 -0.2
N -1.433 1.139 0.306 -0.3 0.9 0.3
N -2.595 0.572 0.174 -1.0 1.2 0.4
N -1.112 -0.957 -0.298 1.8 0.8 0.3
N -0.548 0.252 0.051 -0.5 -2.2 -1.5
H -3.125 -1.360 -0.433 -1.1 -1.0 -0.2
H 1.106 -0.737 0.060 1.0 2.0 -0.1
H 1.290 0.894 -1.010 -1.0 -1.3 1.4
H 1.198 1.092 0.781 0.1 -1.2 -0.5
```
Forces are in eV/Å.


Record 6
This record from the Open Molecules 2025 dataset describes one molecule with the formula C2H4N4 at a distorted geometry. The level of theory is the ωB97M-V functional and the def2-TZVPD basis.

Results
Total charge: 0
2S+1: 1
Relative energy (zero: lowest compared OMol25 entry of this formula, charge and spin), kJ/mol: 265.5
Structure (SMILES): Cn1cnnn1
E_LUMO, eV: 0.64
HOMO level, eV: -10.24

```
10
Properties=species:S:1:pos:R:3:forces:R:3
C 1.120 0.423 -0.603 3.2 1.5 1.0
C -0.579 -0.996 0.500 2.2 -3.2 -0.7
H 1.405 1.457 0.010 -0.8 -2.5 -2.2
H 1.174 0.504 -1.740 -0.1 0.1 1.7
H 1.936 -0.292 -0.204 -1.5 0.8 -0.9
H -0.183 -1.984 0.628 0.7 0.1 -0.3
N -0.181 0.050 -0.132 5.2 1.7 -2.5
N -1.708 -0.710 0.911 -5.5 -1.9 4.0
N -1.975 0.518 0.662 -1.6 2.7 -0.8
N -1.009 1.029 -0.031 -1.8 0.7 0.7
```
Forces are in eV/Å.


Record 7
This record from the Open Molecules 2025 dataset describes one molecule with the formula C2H4N4 at a distorted geometry. The level of theory is the ωB97M-V functional and the def2-TZVPD basis.

Results
Total charge: 0
2S+1: 1
Relative energy (zero: lowest compared OMol25 entry of this formula, charge and spin), kJ/mol: 491.0
E_LUMO (spin up / spin down), eV: -1.52 / -0.21
HOMO level (spin up / spin down), eV: -9.04 / -8.82

```
10
Properties=species:S:1:pos:R:3:forces:R:3
C -0.087 0.750 0.026 2.7 2.4 -1.8
C 2.041 -0.182 0.109 1.3 3.1 -1.6
N 1.187 0.945 -0.063 0.2 -0.1 0.3
N -0.672 -0.309 0.386 -2.7 -3.7 2.3
N 1.762 -1.361 0.279 -0.2 -1.3 0.4
N -1.944 -0.499 0.047 1.0 0.3 0.3
H -0.593 1.576 -0.384 -1.4 1.1 -0.1
H 3.028 0.306 -0.224 -0.4 -1.7 1.0
H -2.533 -0.982 0.717 0.2 -0.1 -0.7
H -2.190 -0.243 -0.893 -0.8 0.0 0.0
```
Forces are in eV/Å.


Record 8
This record from the Open Molecules 2025 dataset describes one molecule with the formula C2H4N4. The level of theory is the ωB97M-V functional and the def2-TZVPD basis.

Results
Total charge: 0
2S+1: 1
Relative energy (zero: lowest compared OMol25 entry of this formula, charge and spin), kJ/mol: 290.8
Structure (SMILES): [H]/N=N/[C@H]1N=C1N
E_LUMO, eV: 0.67
HOMO level, eV: -9.20

```
10
Properties=species:S:1:pos:R:3:forces:R:3
N 1.879 -0.357 -0.274 -0.1 -0.1 0.0
C 0.760 -0.015 0.389 -0.2 -0.1 0.4
N 0.120 -0.193 1.461 0.3 0.0 -0.4
N -1.899 -0.654 -0.388 0.0 0.5 -0.1
N -1.631 0.550 -0.274 0.0 -0.6 0.0
C -0.412 0.813 0.472 0.0 0.3 0.0
H 1.938 -0.140 -1.256 0.0 0.0 0.1
H 2.382 -1.173 0.044 -0.1 0.1 -0.1
H -2.786 -0.698 -0.913 0.2 0.0 0.1
H -0.349 1.867 0.738 0.0 -0.2 0.0
```
Forces are in eV/Å.


Record 9
This record from the Open Molecules 2025 dataset describes one molecule with the formula C2H4N4. The level of theory is the ωB97M-V functional and the def2-TZVPD basis.

Results
Total charge: 0
2S+1: 1
Relative energy (zero: lowest compared OMol25 entry of this formula, charge and spin), kJ/mol: 189.3
Structure (SMILES): N[C@@H]1N=CN=N1
E_LUMO, eV: -0.27
HOMO level, eV: -10.17

```
10
Properties=species:S:1:pos:R:3:forces:R:3
N 0.901 -1.424 -0.564 0.0 0.0 0.2
C -0.027 -0.354 -0.382 -0.3 -0.1 -0.2
N 0.460 0.984 -0.166 -0.4 0.1 0.1
C -0.427 1.487 0.598 0.3 0.1 -0.1
N -1.462 0.576 0.990 0.2 -0.4 0.3
N -1.166 -0.548 0.521 -0.1 0.2 0.4
H 1.186 -1.839 0.314 0.0 0.1 0.1
H 1.731 -1.081 -1.040 -0.2 -0.1 0.1
H -0.454 2.510 0.956 0.0 -0.1 -0.1
H -0.742 -0.312 -1.227 0.6 0.2 -0.7
```
Forces are in eV/Å.


Record 10
This record from the Open Molecules 2025 dataset describes one molecule with the formula C2H4N4 at a distorted geometry. The level of theory is the ωB97M-V functional and the def2-TZVPD basis.

Results
Total charge: 0
2S+1: 3
Relative energy (zero: lowest compared OMol25 entry of this formula, charge and spin), kJ/mol: 101.5
E_LUMO (spin up / spin down), eV: 1.06 / -2.11
HOMO level (spin up / spin down), eV: -7.44 / -10.64

```
10
Properties=species:S:1:pos:R:3:forces:R:3
C 2.257 -0.635 0.225 -1.6 -0.3 -1.7
C 0.650 -0.147 0.410 1.8 2.0 2.1
N 3.343 -0.684 -0.214 -2.3 -0.1 1.4
N 0.804 1.152 -0.203 1.2 -2.2 1.6
N -0.735 -2.016 -0.185 -2.3 -3.4 -1.2
N -0.768 -0.852 0.170 3.8 3.2 0.9
H 0.602 0.090 1.528 0.1 -0.7 -1.5
H 0.132 1.751 0.111 -2.2 2.0 1.0
H -1.652 -2.382 -0.538 1.3 -0.2 0.0
H 0.812 1.148 -1.165 0.2 -0.2 -2.6
```
Forces are in eV/Å.


- Which of these has the lowest relative energy (zero: lowest compared OMol25 entry of this formula, charge and spin)?
  C2H4N3OS


- What is the relative energy (zero: lowest compared OMol25 entry of this formula, charge and spin) in the seventh record?
  491.0 kJ/mol


What did the tenth record say?
This record from the Open Molecules 2025 dataset describes one molecule with the formula C2H4N4 at a distorted geometry. The level of theory is the ωB97M-V functional and the def2-TZVPD basis.

Results
Total charge: 0
2S+1: 3
Relative energy (zero: lowest compared OMol25 entry of this formula, charge and spin), kJ/mol: 101.5
E_LUMO (spin up / spin down), eV: 1.06 / -2.11
HOMO level (spin up / spin down), eV: -7.44 / -10.64

```
10
Properties=species:S:1:pos:R:3:forces:R:3
C 2.257 -0.635 0.225 -1.6 -0.3 -1.7
C 0.650 -0.147 0.410 1.8 2.0 2.1
N 3.343 -0.684 -0.214 -2.3 -0.1 1.4
N 0.804 1.152 -0.203 1.2 -2.2 1.6
N -0.735 -2.016 -0.185 -2.3 -3.4 -1.2
N -0.768 -0.852 0.170 3.8 3.2 0.9
H 0.602 0.090 1.528 0.1 -0.7 -1.5
H 0.132 1.751 0.111 -2.2 2.0 1.0
H -1.652 -2.382 -0.538 1.3 -0.2 0.0
H 0.812 1.148 -1.165 0.2 -0.2 -2.6
```
Forces are in eV/Å.


- Look up the relative energy (zero: lowest compared OMol25 entry of this formula, charge and spin) of the fourth one.
  132.1 kJ/mol